No. 1
Here is a molecular structure, C18H48NaO6 at a distorted geometry from the OMol25 dataset. Energies are from the ωB97M-V functional and the def2-TZVPD basis.

The geometry in XYZ format:
```
73
Properties=species:S:1:pos:R:3
Na -0.256 0.857 0.258
C -1.371 3.411 -2.944
C -1.699 3.553 -1.474
C -2.804 2.669 -1.032
O -0.581 3.201 -0.658
H -2.125 3.954 -3.515
H -1.358 2.377 -3.288
H -0.344 3.759 -3.051
H -1.964 4.588 -1.261
H -3.770 2.961 -1.442
H -2.968 2.755 0.042
H -2.636 1.595 -1.118
H -0.012 3.974 -0.679
C 2.501 1.160 -3.023
C 2.740 0.551 -1.683
C 4.191 0.624 -1.387
O 1.936 1.136 -0.744
H 3.041 2.088 -3.208
H 1.448 1.249 -3.292
H 2.677 0.564 -3.918
H 2.524 -0.518 -1.681
H 4.496 -0.087 -0.620
H 4.532 1.584 -0.999
H 4.860 0.363 -2.207
H 2.292 1.964 -0.415
C 0.581 0.117 4.137
C 1.396 1.364 3.738
C 2.820 1.333 4.338
O 1.407 1.383 2.350
H 1.130 -0.817 4.018
H -0.252 -0.087 3.464
H 0.186 0.128 5.153
H 0.818 2.138 4.244
H 2.850 1.340 5.428
H 3.482 2.097 3.928
H 3.272 0.378 4.073
H 1.928 2.144 2.084
C -0.385 -1.851 -3.705
C -1.199 -0.920 -2.845
C -2.499 -1.689 -2.601
O -0.622 -0.788 -1.533
H 0.693 -1.695 -3.723
H -0.726 -1.780 -4.738
H -0.521 -2.897 -3.429
H -1.247 0.061 -3.318
H -2.300 -2.667 -2.163
H -3.089 -1.813 -3.509
H -3.093 -1.141 -1.868
H -0.415 -1.685 -1.259
C 2.662 -3.668 -0.498
C 1.418 -3.253 0.287
C 1.490 -1.910 0.952
O 0.396 -3.166 -0.793
H 2.962 -2.951 -1.262
H 2.605 -4.662 -0.940
H 3.486 -3.563 0.209
H 0.999 -3.986 0.977
H 2.299 -1.821 1.678
H 0.517 -1.630 1.355
H 1.744 -1.126 0.238
H 0.189 -4.082 -0.993
C -3.487 -1.689 1.576
C -3.477 -0.227 2.205
C -3.404 -0.254 3.747
O -2.386 0.459 1.707
H -4.247 -2.282 2.086
H -2.535 -2.213 1.655
H -3.739 -1.627 0.517
H -4.410 0.249 1.904
H -4.181 -0.942 4.080
H -3.488 0.700 4.268
H -2.471 -0.697 4.097
H -2.509 1.357 2.023
```

Calculated values
HOMO-LUMO gap   10.16 eV
Charge   +1
HOMO energy   -12.6 eV
Electronic energy   -1328.17957 Ha
Strongest force on any atom   3.18 eV/Å

No. 2
Here is a molecular structure, C18H49B3ClFN6O5P2 at a distorted geometry from the OMol25 dataset. Energies are from the ωB97M-V functional and the def2-TZVPD basis.

The geometry in XYZ format:
```
85
Properties=species:S:1:pos:R:3
F 1.651 -4.427 -6.286
C 2.755 -3.602 -6.394
C 3.952 -4.219 -5.699
C 3.722 -4.246 -4.171
B 4.378 -5.469 -3.456
O 3.679 -6.671 -3.274
B 3.616 -6.889 -1.907
O 4.846 -6.955 -1.264
B 5.504 -5.746 -1.531
C 5.934 -4.772 -0.383
C 5.226 -3.405 -0.546
C 3.894 -3.389 0.206
Cl 2.650 -2.476 -0.695
O 5.658 -5.450 -2.886
H 2.529 -2.645 -5.919
H 2.952 -3.399 -7.447
H 4.800 -3.587 -5.958
H 4.111 -5.212 -6.122
H 4.132 -3.325 -3.754
H 2.652 -4.253 -3.967
H 2.585 -6.898 -1.312
H 7.018 -4.656 -0.352
H 5.623 -5.220 0.561
H 5.058 -3.199 -1.599
H 5.867 -2.630 -0.133
H 3.504 -4.395 0.334
H 4.015 -2.937 1.186
O -0.201 0.659 2.990
P -1.391 -0.191 2.696
N -1.558 -1.176 4.092
C -0.752 -2.355 4.339
C -1.857 -0.413 5.296
N -0.808 -0.954 1.251
C -0.611 -2.380 1.113
C 0.219 -0.223 0.516
N -2.985 -0.398 2.225
C -3.918 -1.391 2.725
C -3.410 0.283 1.006
H -1.221 -2.941 5.133
H 0.280 -2.124 4.637
H -0.729 -3.013 3.475
H -2.871 -0.001 5.244
H -1.160 0.419 5.446
H -1.812 -1.058 6.173
H 0.273 -2.738 1.659
H -0.468 -2.633 0.060
H -1.487 -2.944 1.445
H 1.223 -0.363 0.934
H 0.000 0.842 0.511
H 0.224 -0.554 -0.526
H -3.597 -2.409 2.489
H -4.892 -1.228 2.261
H -4.072 -1.320 3.800
H -3.381 -0.397 0.148
H -2.765 1.130 0.779
H -4.425 0.673 1.115
O -2.106 2.900 -0.163
P -2.006 4.341 0.216
N -3.670 4.767 0.376
C -4.527 5.094 -0.746
C -4.350 4.024 1.427
N -1.162 4.973 -1.143
C -1.706 5.961 -2.050
C -0.330 4.015 -1.867
N -1.524 5.564 1.249
C -2.314 6.690 1.713
C -0.089 5.680 1.500
H -5.431 5.577 -0.369
H -4.821 4.217 -1.341
H -4.067 5.825 -1.405
H -3.987 4.337 2.413
H -4.201 2.943 1.340
H -5.421 4.222 1.396
H -2.471 5.540 -2.716
H -0.907 6.363 -2.677
H -2.129 6.813 -1.514
H -0.905 3.401 -2.572
H 0.177 3.343 -1.179
H 0.440 4.558 -2.419
H -2.603 7.352 0.893
H -1.720 7.269 2.422
H -3.213 6.384 2.242
H 0.362 6.447 0.862
H 0.417 4.736 1.301
H 0.105 5.929 2.544
```

Calculated values
HOMO-LUMO gap   8.38 eV
Charge   0
HOMO energy   -7.8 eV
Electronic energy   -2737.49365 Ha
Strongest force on any atom   5.05 eV/Å

No. 3
Here is a molecular structure, C18H50AsN3O4RuS3Si4 at a distorted geometry from the OMol25 dataset. Energies are from the ωB97M-V functional and the def2-TZVPD basis.

The geometry in XYZ format:
```
84
Properties=species:S:1:pos:R:3
Ru -0.012 0.733 -0.604
N -2.289 1.164 -0.937
N -3.013 0.337 -1.816
C -2.707 -0.981 -2.123
O -3.361 -1.552 -2.960
O -1.715 -1.511 -1.447
H -2.834 1.341 -0.097
H -2.163 2.047 -1.423
H -3.844 0.715 -2.244
C 3.820 0.436 -3.375
As 2.975 -0.572 -1.978
C 2.202 -2.140 -2.766
C 4.453 -1.162 -0.898
O 2.038 0.380 -0.962
H 4.648 -0.156 -3.766
H 4.205 1.368 -2.961
H 3.103 0.634 -4.163
H 2.988 -2.886 -2.874
H 1.782 -1.876 -3.732
H 1.407 -2.517 -2.130
H 5.227 -1.596 -1.529
H 4.109 -1.898 -0.177
H 4.852 -0.298 -0.367
C -3.138 -1.979 3.205
Si -3.272 -1.226 1.488
C -4.456 -2.273 0.465
C -4.030 0.502 1.818
Si -1.210 -1.195 0.237
Si -0.178 -3.358 0.430
C -0.626 -4.340 -1.111
C 1.697 -3.118 0.589
C -0.717 -4.381 1.920
Si 0.266 0.136 2.166
C -0.813 1.520 2.852
C 0.367 -1.299 3.366
C 2.063 0.649 1.943
H -4.152 -2.050 3.606
H -2.563 -1.356 3.888
H -2.710 -2.979 3.205
H -5.489 -2.018 0.705
H -4.313 -3.330 0.699
H -4.332 -2.167 -0.610
H -5.050 0.559 1.438
H -3.483 1.352 1.419
H -4.073 0.676 2.892
H -0.573 -3.743 -2.019
H -1.657 -4.686 -1.028
H 0.017 -5.215 -1.225
H 2.000 -2.149 0.198
H 2.250 -3.905 0.072
H 1.998 -3.154 1.632
H -1.751 -4.712 1.820
H -0.620 -3.857 2.864
H -0.093 -5.275 1.978
H -1.664 1.126 3.408
H -1.195 2.152 2.058
H -0.236 2.145 3.539
H -0.593 -1.698 3.678
H 0.877 -0.903 4.247
H 0.952 -2.121 2.975
H 2.239 1.249 1.065
H 2.703 -0.232 1.860
H 2.395 1.222 2.818
C -1.055 1.745 -4.507
S 0.072 1.337 -3.175
C 1.205 2.716 -3.301
O 0.792 0.136 -3.679
H -0.478 1.584 -5.417
H -1.399 2.775 -4.432
H -1.893 1.054 -4.463
H 0.669 3.638 -3.083
H 1.622 2.738 -4.307
H 1.975 2.549 -2.550
S -0.537 3.234 -0.101
C 0.632 4.070 0.761
N 0.370 4.939 1.753
C 1.465 5.831 2.116
C 2.733 5.019 1.866
S 2.327 3.944 0.449
H -0.590 5.226 1.875
H 1.378 6.125 3.162
H 1.439 6.729 1.490
H 2.984 4.385 2.715
H 3.581 5.647 1.610
```

Calculated values
Multiplicity   2
HOMO-LUMO gap (alpha / beta)   7.22 / 7.21 eV
Charge   +1
HOMO energy (alpha / beta)   -9.7 / -9.9 eV
Electronic energy   -5864.12042 Ha
Strongest force on any atom   2.25 eV/Å